(1)
Density functional theory data (ωB97M-V/def2-TZVPD) for a structure of composition C3H4NdO3.

```
! wB97M-V def2-TZVPD RIJCOSX def2/J DEFGRID3
* xyz 1 4
H 0.976 -1.036 -1.427
Nd 0.854 2.161 0.437
H 0.109 -0.869 1.558
C -1.907 0.505 -0.047
O -3.070 0.473 -0.403
O -1.237 1.523 0.326
H 2.082 -1.206 0.129
C 0.055 -0.750 0.470
H 2.235 0.865 -0.641
O -1.224 -0.696 -0.055
C 1.127 -0.970 -0.346
*
```

The calculation puts the HOMO-LUMO gap (alpha / beta) at 6.949 / 7.364 eV. Its energy above the lowest of the compared OMol25 structures with the same formula, charge and spin is 36.49 kcal per mole. As for the expectation value of S²: 3.804. The HOMO energy (alpha / beta) is -13.35 / -13.36 eV. The total energy comes out at -24585.15601 eV.


(2)
Density functional theory data (ωB97M-V/def2-TZVPD) for a structure of composition C3H2I2NPS.

```
! wB97M-V def2-TZVPD RIJCOSX def2/J DEFGRID3
* xyz 0 1
C 1.000 -0.410 -0.849
N 1.160 -0.196 2.607
C 0.395 0.387 0.175
H 0.513 1.418 -0.020
S 2.565 -0.125 -1.610
C 0.855 0.025 1.519
P -1.848 -0.060 0.684
I -2.432 -1.747 -1.035
H 0.473 -1.286 -1.238
I -2.682 1.994 -0.234
*
```

The calculation puts the HOMO-LUMO gap at 7.686 eV. The HOMO energy is -9.31 eV. The total energy comes out at -40956.94711 eV.


(3)
Density functional theory data (ωB97M-V/def2-TZVPD) for a cluster of 17 separate species, C17H34Cl34 in total.

```
! wB97M-V def2-TZVPD RIJCOSX def2/J DEFGRID3
* xyz 0 1
H -1.016 8.070 0.531
C 0.776 -0.047 -0.500
Cl -2.771 2.789 -0.085
C -0.102 7.660 0.961
Cl -6.442 -0.962 -3.117
H 1.952 -4.900 -4.670
H -1.531 4.474 -3.849
H -6.801 -2.337 -1.324
H 1.039 -5.801 -1.433
Cl 5.679 -3.058 0.553
H -0.434 3.921 3.326
H 5.345 1.702 1.551
Cl 6.197 1.225 3.649
H -4.917 1.182 4.030
C -1.056 0.374 -4.653
Cl -4.432 -1.920 -1.307
C 0.479 3.437 3.670
C 2.955 3.388 -0.944
C 0.450 -6.293 -0.660
Cl -2.766 1.232 3.111
H 0.746 8.228 0.578
Cl -1.885 6.393 -2.428
H -1.401 -2.556 1.617
Cl 0.043 6.010 0.298
H 1.127 0.523 -1.360
C 4.666 0.333 -4.541
Cl 0.566 3.890 5.453
H 4.373 2.489 2.871
Cl 3.652 1.813 -0.468
Cl -2.152 -0.970 -4.122
C 3.985 -3.504 0.719
Cl -0.183 7.677 2.765
Cl 0.845 -2.821 2.189
Cl 1.202 -6.513 0.945
H 1.567 -0.666 -0.077
H 2.339 -3.371 -3.807
Cl 2.323 3.140 -2.591
Cl -2.443 -5.146 1.012
H -3.595 0.641 0.117
Cl -0.561 -1.093 -1.031
C -3.948 1.391 4.483
Cl 1.972 4.010 2.837
Cl 3.646 0.282 2.417
Cl 1.208 -1.900 7.437
Cl -0.137 -7.826 -1.436
Cl -3.573 0.055 5.533
H 4.355 0.325 -5.586
Cl 1.082 -2.921 -5.798
Cl 3.415 -0.560 -3.679
C -5.993 -2.249 -2.051
H 0.444 2.348 3.653
Cl 0.184 -4.106 -3.324
H 3.544 -2.959 1.554
H 3.806 -4.566 0.883
C -0.782 -2.136 2.409
Cl 1.077 -0.027 5.223
H 4.694 1.377 -4.229
H -0.377 4.479 -2.502
H -2.947 0.761 -1.432
H -5.852 -3.185 -2.590
H -0.443 -5.683 -0.525
C 0.236 -0.620 6.637
Cl -5.178 1.768 -1.345
Cl 6.300 -0.429 -4.360
H -4.438 -4.600 -0.150
H 3.634 4.240 -0.919
C 4.863 1.580 2.521
H 0.006 0.137 7.386
C -3.923 -5.540 0.050
H -1.258 0.719 -5.667
Cl -1.202 1.875 -3.668
H -0.028 0.034 -4.531
Cl 0.385 5.814 -4.261
C -3.562 1.326 -0.731
Cl -3.678 -6.279 -1.557
H -4.656 -6.053 0.672
Cl 3.146 -3.081 -0.756
Cl -1.504 -2.645 3.987
H -3.815 2.345 4.993
Cl 0.178 1.118 0.760
H -0.793 -1.047 2.362
C 1.592 -3.911 -4.389
H -0.702 -1.039 6.273
H 2.095 3.638 -0.323
C -0.884 5.103 -3.237
*
```

The calculation puts the HOMO-LUMO gap at 10.677 eV. Its energy above the lowest of the compared OMol25 structures with the same formula, charge and spin is 0.00 kcal per mole. The HOMO energy is -10.54 eV. The total energy comes out at -443943.24580 eV.


(4)
Density functional theory data (ωB97M-V/def2-TZVPD) for a structure of composition C19H38N5OOsPSi.

```
! wB97M-V def2-TZVPD RIJCOSX def2/J DEFGRID3
* xyz 0 5
H -0.637 -3.072 -0.729
C -1.755 -1.742 1.878
C -0.884 0.988 -3.246
H 2.650 -2.389 -2.085
H 4.324 -1.035 -0.761
H 2.012 1.155 -3.879
C -3.028 0.099 -0.546
H -0.062 3.287 -1.453
H 1.693 2.968 -1.307
C 3.052 -0.044 0.706
H -1.199 0.664 2.734
H 1.637 -1.648 2.195
H -1.133 -0.034 -3.542
H 4.855 -1.090 0.954
H -5.333 -1.914 -2.105
C -3.945 0.994 0.093
H 4.057 1.106 2.125
O 1.983 -0.307 0.077
H -1.760 1.465 -2.798
H -3.502 1.768 0.726
C 0.799 2.792 -1.915
C -4.934 -1.094 -1.504
H -5.988 1.545 0.391
H -0.959 -4.148 2.680
C -5.807 -0.177 -0.909
H -0.572 1.561 -4.129
H 2.297 1.362 2.168
C -5.306 0.852 -0.099
H 0.954 3.200 -2.923
H 1.832 -0.549 -3.368
C -3.565 -0.974 -1.334
C 3.080 0.605 2.032
H -2.725 -0.603 4.063
P 0.493 0.999 -2.044
H -1.122 -3.807 4.443
C 1.942 0.480 -3.015
H 2.847 0.576 -2.404
H -2.081 -1.837 5.208
H 1.399 -1.201 4.509
N 0.400 -2.738 3.467
H 5.005 0.418 0.062
N -2.000 -2.381 3.179
H 0.207 -2.151 5.475
H 0.583 0.460 2.960
C -0.390 -0.053 2.934
H -6.888 -0.264 -1.069
H 0.625 -2.911 1.396
C 4.372 -0.473 0.180
C -1.935 -1.347 4.237
Si 0.249 -2.090 -1.419
C 1.909 -2.979 -1.528
H -1.822 -2.503 1.090
H 2.279 -3.208 -0.518
H -0.262 -1.978 -2.810
N -0.386 -1.074 1.820
H 1.739 -3.928 -2.058
H 3.045 -0.150 2.837
H -2.855 -1.687 -1.771
C 0.414 -1.685 4.502
C 0.645 -2.123 2.163
Os 0.047 -0.075 -0.084
N -1.722 0.237 -0.324
H 0.520 1.396 0.596
C -0.937 -3.369 3.454
H -2.523 -0.970 1.745
N -0.626 -0.667 4.249
*
```

The calculation puts the HOMO-LUMO gap (alpha / beta) at 5.116 / 6.401 eV. Its energy above the lowest of the compared OMol25 structures with the same formula, charge and spin is 0.00 kcal per mole. As for the expectation value of S²: 6.052. The HOMO energy (alpha / beta) is -4.49 / -7.84 eV. The total energy comes out at -49447.05754 eV.


(5)
Density functional theory data (ωB97M-V/def2-TZVPD) for a cluster of 3 separate species, C6H16N4 in total.

```
! wB97M-V def2-TZVPD RIJCOSX def2/J DEFGRID3
* xyz 0 1
H 1.169 -2.850 1.513
H 3.327 1.297 0.085
H -3.097 0.213 -2.001
H -0.640 1.963 -1.306
H -0.577 0.498 1.524
N 3.262 0.578 -0.636
C 1.789 -0.980 1.781
C -1.514 0.792 1.053
H 1.954 0.958 2.058
C -1.465 -1.303 -0.364
N 1.950 -0.041 -0.471
H -0.464 -1.582 -0.037
H 1.957 -0.954 -0.967
N 1.861 -2.135 1.401
H -0.619 0.458 -2.317
N 1.967 0.025 2.436
H 3.939 -0.136 -0.370
H -2.333 0.436 1.677
H -2.192 -1.770 0.300
H -1.615 -1.691 -1.369
C -2.559 0.844 -1.309
H -1.561 1.879 1.019
H -3.120 1.710 -0.987
H 1.272 0.598 -0.883
C -1.074 0.991 -1.494
C -1.617 0.201 -0.335
*
```

The calculation puts the HOMO-LUMO gap at 9.208 eV. Its energy above the lowest of the compared OMol25 structures with the same formula, charge and spin is 49.69 kcal per mole. The SMILES is CC1(C)CC1.N=C=N.NN. The HOMO energy is -8.36 eV. The total energy comes out at -12439.19172 eV.


Please write out number 2 again, unchanged.
Density functional theory data (ωB97M-V/def2-TZVPD) for a structure of composition C3H2I2NPS.

```
! wB97M-V def2-TZVPD RIJCOSX def2/J DEFGRID3
* xyz 0 1
C 1.000 -0.410 -0.849
N 1.160 -0.196 2.607
C 0.395 0.387 0.175
H 0.513 1.418 -0.020
S 2.565 -0.125 -1.610
C 0.855 0.025 1.519
P -1.848 -0.060 0.684
I -2.432 -1.747 -1.035
H 0.473 -1.286 -1.238
I -2.682 1.994 -0.234
*
```

The calculation puts the HOMO-LUMO gap at 7.686 eV. The HOMO energy is -9.31 eV. The total energy comes out at -40956.94711 eV.